{"formula": "C43H74ClN11O3", "method": "ωB97M-V/def2-TZVPD", "elements": ["H", "H", "H", "C", "N", "H", "C", "H", "H", "C", "H", "H", "C", "N", "C", "H", "H", "C", "H", "C", "H", "H", "H", "C", "C", "H", "C", "H", "H", "C", "H", "H", "C", "H", "H", "H", "C", "C", "H", "N", "C", "C", "C", "C", "C", "H", "C", "H", "C", "H", "H", "C", "H", "H", "C", "H", "H", "H", "C", "H", "H", "O", "H", "C", "H", "H", "C", "H", "C", "H", "C", "C", "H", "N", "C", "H", "C", "H", "H", "C", "C", "H", "N", "H", "H", "N", "N", "H", "H", "H", "O", "H", "C", "N", "H", "N", "H", "N", "Cl", "H", "H", "C", "H", "C", "H", "H", "N", "H", "C", "O", "H", "H", "H", "H", "H", "C", "H", "H", "H", "H", "H", "C", "H", "H", "H", "C", "C", "H", "H", "H", "C", "C"], "xyz": [[1.659, 0.842, -1.531], [-8.494, 3.144, -5.954], [-8.409, -3.940, 2.205], [-7.338, -5.740, 2.060], [-7.620, 4.013, -8.560], [-4.120, 1.617, -0.154], [0.684, -1.419, -5.312], [5.333, -1.980, 1.937], [0.986, -4.380, 2.485], [-3.911, -2.258, 2.407], [3.410, 1.765, -0.192], [13.298, 4.545, -0.981], [-6.884, 1.449, 7.713], [9.432, -0.257, 1.275], [-7.034, 2.020, -3.212], [6.141, -2.514, 3.429], [5.127, -0.655, -0.513], [5.445, -1.790, 3.005], [-2.294, -1.590, 1.151], [-6.283, 1.827, -8.082], [-10.047, 2.551, -6.572], [3.168, -3.255, 5.207], [-6.651, -0.849, 2.679], [-1.398, 1.302, -8.535], [-10.113, 3.400, -4.653], [11.818, 4.305, 5.495], [4.547, -0.041, 0.180], [-5.284, -2.617, 0.721], [5.638, 1.667, 2.955], [6.026, -0.390, 3.249], [7.091, -0.363, 3.024], [-2.005, -4.526, 1.273], [-2.781, -2.542, 1.372], [-5.952, 1.111, 5.862], [-6.737, -0.921, 0.936], [12.203, 3.185, -1.297], [-6.158, 1.937, 6.538], [9.353, 2.213, 2.101], [4.366, -2.157, 5.819], [-1.995, 1.570, -7.599], [1.878, -4.226, 0.534], [-3.268, 2.168, -1.998], [5.541, 0.779, 1.018], [1.647, -2.334, -1.224], [10.200, 2.973, 5.402], [-5.217, 2.389, 6.846], [-6.042, -0.937, 1.777], [8.709, 2.290, 2.975], [-8.570, -4.968, 1.885], [-8.863, -4.974, 0.837], [0.188, 0.290, -9.466], [-0.584, -0.703, -5.474], [1.817, -4.902, -0.319], [-9.722, 4.291, -6.514], [0.631, -4.351, 1.452], [1.925, -0.943, -2.780], [-7.379, 3.554, -1.818], [10.332, 4.875, 6.278], [-5.308, -2.278, 1.754], [1.792, -0.054, -0.038], [-3.701, -1.351, 2.967], [-5.394, 1.779, 3.245], [-0.896, -0.737, -6.514], [12.123, 3.953, 0.653], [-0.466, 0.337, -5.175], [-0.219, 1.862, -10.178], [3.628, 0.821, -0.701], [-1.273, 0.464, -10.455], [-0.370, -3.196, 1.350], [-3.212, -2.895, 0.437], [2.244, -2.790, 0.113], [-0.628, 0.958, -9.732], [-1.352, -1.164, -4.857], [9.786, 1.914, 5.388], [5.266, 0.728, 2.532], [-1.793, -3.794, 2.913], [-7.560, 2.486, -1.926], [4.124, 1.100, -1.633], [4.857, -3.604, 4.875], [-4.169, 2.430, -0.873], [-5.690, 1.286, 1.988], [0.149, -5.315, 1.288], [-7.450, 1.070, 8.628], [3.437, -2.540, 2.961], [-5.931, -2.993, 2.292], [1.672, -1.979, -5.187], [-2.561, 1.964, -2.871], [2.026, -2.113, 0.941], [0.607, -2.004, -1.156], [-3.877, -3.099, 3.097], [-6.462, 1.874, 1.333], [-0.510, -2.846, 0.331], [-9.562, 3.343, -6.006], [-10.487, 3.439, -3.575], [10.347, 2.541, 2.367], [-6.635, 1.658, -4.218], [-5.190, 2.519, -1.231], [11.538, 4.201, 1.601], [-5.790, 3.417, 3.381], [-6.796, 1.236, -7.324], [2.721, -4.595, 1.123], [12.870, 3.635, -0.565], [13.670, 2.936, -0.333], [2.418, -1.155, -1.836], [5.957, -0.191, 4.325], [-6.757, 2.682, 6.019], [-6.377, -6.341, 2.197], [3.935, -0.724, 0.769], [9.398, 0.825, 1.639], [-5.122, 0.175, 1.620], [-6.196, 1.241, -8.995], [-7.078, 1.958, -1.107], [5.447, 1.828, 0.724], [8.964, 2.851, 1.311], [1.662, -3.176, -1.919], [-1.781, -3.624, 1.839], [-5.288, 2.079, -7.721], [-3.881, 3.360, -0.385], [-0.043, -2.391, 2.009], [3.451, -1.429, -2.047], [4.196, 0.705, 2.738], [4.132, -2.800, 4.973], [10.453, 4.854, 4.506], [6.576, 0.508, 0.819], [3.548, -1.050, 3.843], [4.066, -1.993, 3.670], [2.291, 0.134, -0.992], [-9.367, -5.406, 2.481], [3.328, -2.771, -0.023], [-8.632, 2.303, -1.885], [-7.038, 3.053, -8.351], [10.733, 4.336, 5.422]], "atomic_forces_ev_per_a": [[-0.12, 0.02, 0.01], [0.01, 0.01, 0.04], [-0.02, 0.00, 0.01], [-0.81, 0.52, -0.12], [-0.43, 0.61, -0.12], [0.06, -0.06, -0.06], [-0.86, 0.44, -0.11], [0.31, -0.04, -0.05], [-0.05, -0.04, 0.09], [0.15, -1.18, -0.89], [0.04, 0.02, 0.09], [0.00, 0.00, 0.00], [0.48, 0.31, -0.75], [0.05, -0.73, -0.29], [-0.41, 0.33, 0.81], [0.01, -0.18, -0.22], [-0.07, -0.33, 0.15], [-0.17, 0.48, 0.34], [0.26, -0.10, -0.04], [-0.10, 0.16, -0.03], [0.00, 0.01, -0.01], [-0.08, -0.01, -0.04], [0.38, 0.42, 0.23], [0.50, -0.19, -0.80], [0.51, -0.09, -0.83], [0.00, 0.01, -0.02], [0.53, 0.21, -0.98], [0.33, -0.09, -0.04], [-0.11, 0.07, 0.08], [-0.79, -0.19, 0.46], [0.04, 0.06, -0.30], [-0.23, -0.37, 0.49], [-0.43, 0.15, 0.94], [0.02, 0.01, -0.01], [-0.03, 0.29, -0.02], [0.00, -0.01, 0.00], [-0.12, -0.09, 0.22], [-0.36, -0.39, -0.05], [0.35, -0.09, 0.08], [-0.45, 0.16, 0.58], [0.06, 0.15, 0.80], [-0.56, 0.13, 0.74], [-0.70, 0.28, 0.37], [0.37, 0.40, 0.03], [0.55, 1.35, 0.09], [0.01, 0.00, -0.01], [-0.55, -1.17, -0.52], [-0.02, -0.08, 0.00], [0.16, -0.13, 0.01], [-0.01, 0.00, 0.00], [0.01, 0.00, 0.00], [0.26, -0.12, 0.07], [-0.16, 0.18, -0.22], [0.04, -0.01, -0.04], [0.48, 0.36, -0.25], [0.32, -0.09, -0.32], [-0.04, 0.01, -0.01], [0.00, -0.01, 0.00], [0.01, 0.77, 0.42], [0.00, -0.13, 0.03], [-0.14, 0.08, -0.01], [1.14, -0.60, 0.01], [-0.04, 0.02, 0.00], [0.50, -0.15, -0.77], [-0.06, 0.01, 0.00], [0.01, 0.00, 0.00], [-0.48, 0.04, 0.50], [0.00, 0.00, -0.01], [-0.71, -1.07, 0.83], [-0.11, 0.12, -0.08], [0.01, -0.66, -0.39], [-0.09, 0.04, 0.16], [0.00, 0.02, 0.02], [-0.48, -1.18, -0.01], [1.12, 0.29, -0.17], [-0.09, -0.12, 0.06], [-0.04, -0.15, -0.15], [0.09, -0.07, -0.06], [0.11, -0.03, 0.18], [0.23, 0.06, -0.20], [-0.68, 1.31, 0.76], [-0.15, 0.01, -0.13], [-0.39, -0.26, 0.61], [-0.07, -0.04, 0.03], [-0.18, 0.03, -0.04], [0.64, -0.38, 0.02], [0.51, -0.17, -0.58], [-0.04, 0.13, -0.09], [-0.07, -0.17, 0.21], [-0.08, 0.11, 0.28], [-1.64, 1.14, -2.00], [0.28, 0.11, -0.05], [-0.18, 0.04, 0.13], [-0.31, 0.01, 0.79], [0.04, 0.01, 0.07], [0.23, -0.23, -0.72], [0.13, 0.04, 0.03], [-0.14, 0.41, 0.58], [0.07, -0.34, 0.17], [0.04, 0.02, 0.05], [0.05, -0.14, -0.07], [-0.09, 0.03, 0.13], [0.00, -0.01, 0.00], [-0.95, 0.10, 0.22], [0.04, -0.08, 0.07], [-0.01, 0.00, 0.00], [0.68, -0.37, 0.09], [0.09, 0.14, 0.25], [-0.08, 0.88, 0.33], [0.97, -1.22, 1.31], [-0.01, 0.01, -0.02], [-0.09, -0.03, 0.04], [0.03, 0.00, -0.18], [0.05, 0.01, -0.02], [0.03, -0.03, -0.04], [0.79, 1.10, -1.34], [0.02, -0.02, 0.04], [-0.02, 0.00, 0.01], [0.09, 0.33, -0.37], [0.08, 0.04, 0.09], [-0.07, -0.12, -0.04], [-0.37, 0.31, -0.17], [0.04, -0.02, -0.02], [0.05, -0.20, 0.04], [0.08, 0.12, 0.00], [0.01, -0.57, -0.20], [0.52, 0.12, -0.30], [-0.01, 0.01, 0.00], [0.05, 0.06, 0.04], [-0.02, 0.08, -0.05], [0.56, -0.80, 0.12], [-0.09, -0.14, -0.02]], "lowdin_charge": [0.103, 0.045, 0.068, -0.293, 0.133, 0.067, -0.281, 0.093, 0.104, -0.168, 0.104, 0.084, -0.283, 0.131, -0.278, 0.104, 0.110, -0.197, 0.107, -0.063, 0.086, 0.062, 0.137, -0.280, -0.276, 0.082, -0.207, 0.109, 0.098, -0.205, 0.088, 0.108, -0.194, 0.068, 0.130, 0.086, -0.092, -0.098, 0.068, 0.142, -0.190, -0.267, -0.193, -0.206, -0.287, 0.086, -0.130, 0.058, -0.068, 0.083, 0.082, -0.073, 0.103, 0.078, -0.194, 0.066, 0.095, 0.080, -0.154, 0.104, 0.108, -0.409, 0.052, -0.246, 0.076, 0.083, -0.212, 0.082, -0.219, 0.102, -0.225, -0.062, 0.083, 0.143, -0.207, 0.110, -0.074, 0.113, 0.067, -0.047, -0.740, 0.102, 0.125, 0.082, 0.096, 0.133, 0.132, 0.091, 0.097, 0.099, 0.104, 0.092, -0.081, 0.127, 0.017, 0.142, 0.035, 0.142, 0.788, 0.068, 0.096, -0.053, 0.085, -0.202, 0.111, 0.051, 0.133, 0.079, -0.289, 0.034, 0.079, 0.046, 0.098, 0.080, 0.109, -0.193, 0.076, 0.095, 0.115, 0.111, 0.102, -0.107, 0.072, 0.090, 0.096, -0.255, -0.203, 0.082, 0.105, 0.068, -0.286, -0.065], "homo_energy_ev": -10.0, "smiles": "CCCCCCCCCCCCCCCCCCCCOC(=O)OCl.CC#N.CC#N.CC#N.CC#N.CC#N.CC#N.CC#N.CC#N.CC#N.CC#N.CC#N"}